Entry 1:
ORCA calculation (the ωB97M-V functional and the def2-TZVPD basis) on a single C6H9F3O4S molecule.

* E_tot: -33543.3853 eV
* energy relative to the best compared isomer or geometry (same formula, charge and spin): 20.2 kcal per mole
* charge: 0

Last column: Löwdin charge in e.
CARTESIAN COORDINATES (ANGSTROEM)
1 S 0.7379 2.4755 1.7382  0.7736
2 F -2.6843 0.1995 -2.9734  0.0994
3 F -2.9751 0.4472 -0.7478  0.1128
4 F -2.4495 -1.5056 -1.5828  0.1046
5 O 2.0417 -1.1158 1.5718  -0.0414
6 O -0.6408 -1.6446 0.8355  0.0027
7 O 1.5368 0.3631 -0.9736  -0.0287
8 O -0.7339 1.7733 -1.2200  0.0173
9 C 1.0317 -0.1787 1.7761  -0.4100
10 C 0.2676 -0.3238 -0.7695  -0.2598
11 C -0.7533 0.3927 -1.5841  -0.2294
12 C -2.1731 -0.1485 -1.7131  -0.4035
13 C -0.1239 -0.3895 0.7146  -0.3189
14 C 1.7035 1.1661 1.9140  -0.5027
15 H 0.0621 2.0416 -0.7919  0.0327
16 H 1.8572 -1.9878 2.0106  0.1425
17 H 2.1465 -0.0279 -0.2405  0.1272
18 H 2.7758 1.2830 1.8757  0.0704
19 H 0.2628 -1.3210 -1.2130  0.1630
20 H -0.8060 0.4616 0.9432  0.1264
21 H -0.3517 0.2678 -2.5631  0.1549
22 H 0.6644 -0.3759 2.7663  0.1475
23 H -1.3964 -1.8524 0.2267  0.1194


Entry 2:
ORCA calculation (the ωB97M-V functional and the def2-TZVPD basis) on a 2-piece molecular cluster, C6H9F7Si overall.

* E_tot: -33268.7542 eV
* charge: 0

Last column: Löwdin charge in e.
CARTESIAN COORDINATES (ANGSTROEM)
1 Si 0.2004 0.1166 0.0184  0.4683
2 F -1.0350 3.7863 -0.0860  0.1347
3 F -1.4169 4.2722 1.9852  0.1546
4 F 0.7378 1.6476 0.0867  -0.1856
5 F 0.9777 3.9012 3.0480  0.1953
6 F 1.0314 6.0342 0.1791  0.1043
7 F -1.6620 5.7311 0.3714  0.1248
8 F 2.6654 4.9488 2.2219  0.1460
9 C 0.6001 5.0936 1.0516  -0.0807
10 C -0.8559 4.7291 0.8551  -0.5252
11 C 1.5013 -0.5580 -1.1145  -0.1538
12 C -1.5574 0.0586 -0.8067  -0.1617
13 C 1.3545 4.6689 2.0838  -0.2730
14 C 0.1504 -0.1952 1.8843  -0.1403
15 H 1.9582 -1.3329 -0.5643  0.0005
16 H 1.3552 -0.9844 -2.0676  0.0104
17 H -1.9505 -0.9567 -0.9578  0.0297
18 H -0.8864 -0.1953 2.1819  0.0267
19 H 0.7015 0.5584 2.4628  0.0361
20 H -2.2992 0.5772 -0.2676  -0.0053
21 H 2.1216 0.4183 -1.2582  0.0783
22 H -1.5687 0.6078 -1.7462  0.0256
23 H 0.6886 -1.0433 2.1390  -0.0098


Entry 3:
ORCA calculation (the ωB97M-V functional and the def2-TZVPD basis) on C6H9FIN2 as an isolated structure.

* E_tot: -20156.4684 eV
* energy relative to the best compared isomer or geometry (same formula, charge and spin): 0.0 kcal per mole
* charge: +1

Last column: Löwdin charge in e.
CARTESIAN COORDINATES (ANGSTROEM)
1 I -4.4415 0.4529 0.1592  0.9034
2 F -3.3182 -2.7896 0.3457  0.0358
3 N -1.0997 1.8642 0.0556  0.0911
4 N 1.4741 0.2465 -0.0998  0.2167
5 C 0.0431 -1.7260 -0.0707  -0.0546
6 C -2.5839 -0.5341 0.0359  -0.5053
7 C -0.8939 0.5092 0.2583  -0.2810
8 C -2.3409 -1.8286 0.2409  -0.4067
9 C -1.0541 -2.3746 0.1653  -0.0557
10 C 0.1313 -0.2399 -0.4020  -0.3349
11 H 1.3754 1.1854 0.3308  0.1735
12 H 1.9778 -0.3359 0.6700  0.2236
13 H -1.4879 2.1366 -0.7665  0.0560
14 H -0.7671 0.3759 1.3335  0.1531
15 H 1.0375 -2.3112 -0.1291  0.1502
16 H 0.0923 -0.0724 -1.4993  0.1815
17 H 1.9954 0.3746 -0.9496  0.1685
18 H -0.9821 -3.4969 0.4881  0.1826
19 H -1.3872 2.3774 0.8633  0.1023


Entry 4:
ORCA calculation (the ωB97M-V functional and the def2-TZVPD basis) on a single C6H9FN2O3S molecule.

* E_tot: -29039.8737 eV
* charge: 0

Last column: Löwdin charge in e.
CARTESIAN COORDINATES (ANGSTROEM)
1 S -1.9017 1.4518 -1.7823  0.6397
2 F -2.2877 -0.0483 -1.6181  -0.1183
3 O -2.0249 1.7482 -3.1585  -0.2197
4 O -1.2793 0.4150 1.1245  0.1363
5 O -2.5800 2.1933 -0.7960  -0.2095
6 N -0.2333 1.3358 -1.3680  -0.1315
7 N 0.4413 -1.1327 1.3746  -0.1783
8 C 0.2142 0.0704 -0.7099  -0.0935
9 C 1.2122 1.5980 -3.4734  0.1516
10 C -0.3813 -1.9642 2.2600  -0.0600
11 C 0.5286 1.5012 -2.4982  -0.2413
12 C -0.3196 -0.1525 0.6833  -0.4488
13 C 1.5753 -0.5094 2.0703  -0.0610
14 H 0.2671 -2.4029 3.0159  0.0844
15 H 2.3401 -1.2610 2.2542  0.0887
16 H -1.1595 -1.3922 2.7644  0.0864
17 H -0.8109 -2.7875 1.6933  0.0874
18 H 1.2962 0.1498 -0.6262  0.1286
19 H 1.2685 -0.0456 3.0107  0.0968
20 H 1.8007 1.7886 -4.3363  0.0364
21 H 2.0219 0.2543 1.4348  0.0848
22 H 0.0121 -0.8102 -1.3188  0.1407


Entry 5:
ORCA calculation (the ωB97M-V functional and the def2-TZVPD basis) on an isolated ion of composition C6H9FN3O4 and charge -1.

* E_tot: -21745.6009 eV
* energy relative to the best compared isomer or geometry (same formula, charge and spin): 0.0 kcal per mole
* charge: -1

Last column: Löwdin charge in e.
CARTESIAN COORDINATES (ANGSTROEM)
1 F -1.8231 -2.1442 -1.2609  -0.0436
2 O 1.2716 -0.2699 2.1151  -0.0414
3 O 0.0178 0.9337 3.5291  -0.0086
4 O 3.5407 0.0810 -1.3843  0.0411
5 O 3.0884 -2.0180 -1.2883  0.0462
6 N 0.2210 2.6844 1.1973  0.1267
7 N 2.7800 -0.8454 -1.1465  -0.4079
8 N -1.0005 0.9710 0.3208  0.0547
9 C -0.1979 1.3852 1.2261  -0.3631
10 C -1.4167 -0.4068 0.3180  -0.1908
11 C 0.4565 -1.6333 -0.9322  -0.1140
12 C -0.9638 -1.0844 -0.9773  -0.3370
13 C 1.4661 -0.5240 -0.6630  -0.1184
14 C 0.4186 0.5944 2.4147  -0.6827
15 H -1.0606 -0.9785 1.1855  0.1231
16 H -1.0864 -0.3776 -1.8095  0.1422
17 H -2.5148 -0.4153 0.3241  0.1147
18 H 0.5183 -2.3931 -0.1511  0.1272
19 H 0.5519 3.0480 2.0762  0.0892
20 H 1.1633 0.4345 -1.0854  0.1341
21 H -0.3092 3.3184 0.6187  0.0862
22 H 0.6777 -2.1224 -1.8864  0.1158
23 H 1.5337 -0.3822 0.4644  0.1063


Entry 6:
ORCA calculation (the ωB97M-V functional and the def2-TZVPD basis) on an isolated ion of composition C6H9FNO and charge +1.

* E_tot: -12614.3673 eV
* energy relative to the best compared isomer or geometry (same formula, charge and spin): 40.9 kcal per mole
* charge: +1

Last column: Löwdin charge in e.
CARTESIAN COORDINATES (ANGSTROEM)
1 F 1.0196 0.3615 1.4352  0.0415
2 O -1.1290 0.2865 1.9572  0.0669
3 N 0.2619 -2.0150 0.6370  0.1763
4 C -0.4177 -0.8529 -0.0768  -0.1654
5 C 0.6192 0.6827 -1.7718  -0.0594
6 C 0.1632 1.8932 -1.0631  -0.0375
7 C -0.2729 0.4867 0.9028  -0.4781
8 C 0.3042 -0.5618 -1.3763  -0.0655
9 C -0.4571 1.7497 0.0970  0.0187
10 H 1.3091 -1.8442 0.3484  0.2104
11 H 0.6009 -1.5307 -1.9063  0.1426
12 H 1.0057 0.8653 -2.8072  0.1348
13 H 0.1883 2.8374 -1.7770  0.1699
14 H 0.4194 -1.8219 1.7273  0.2186
15 H -1.0704 1.0716 2.5454  0.1460
16 H -0.1856 -2.9505 0.5767  0.1828
17 H -1.5145 -1.1574 -0.1682  0.1872
18 H -0.8442 2.4998 0.7198  0.1101


HOMO level (computed, eV): -9.20, -10.59, -12.03, -9.80, -5.24, -13.36
HOMO-LUMO gap (computed, eV): 8.25, 11.29, 8.26, 10.43, 8.92, 9.16
E_LUMO (computed, eV): -0.95, 0.71, -3.77, 0.63, 3.68, -4.20